# 1
Computed, not measured: a 2-piece molecular cluster, C4H12N2O overall in a non-equilibrium geometry, with ωB97M-V/def2-TZVPD.

Computed properties:
* LUMO energy: 0.68 eV
* electronic energy: -9367.6727 eV
* charge: 0
* SMILES: CNC(C)=O.CN

Geometry as XYZ:
```
19
Properties=species:S:1:pos:R:3:forces:R:3:lowdin_charge:R:1
C -2.919685 -1.424348 0.204632 1.13 -1.79 1.80 -0.1542
N -2.553746 -0.152369 -0.410583 -1.64 -1.96 -3.73 -0.0738
C -1.775905 0.724560 0.295572 3.06 -1.20 1.03 -0.5191
C -1.120583 1.908446 -0.387043 -2.90 1.93 -0.77 -0.0180
O -1.301872 0.415463 1.428241 -2.03 0.82 -2.09 -0.0298
H -2.102575 -1.404365 1.095704 -2.11 -1.04 -1.75 0.1017
H -3.994748 -1.388996 0.697910 2.14 -0.35 -1.28 0.0964
H -2.747842 -2.430426 -0.603671 -0.66 3.21 2.58 0.1440
H -2.706336 -0.383487 -1.517857 1.01 2.51 3.59 0.2052
H -1.237768 2.864250 0.251197 0.00 -1.57 -1.15 0.1158
H -1.439638 2.074983 -1.471227 -0.05 -0.03 1.54 0.0938
H -0.105948 1.716343 -0.462449 2.09 -0.54 0.21 0.0358
C 3.500102 -0.893828 -0.157170 -0.27 1.72 -1.37 -0.2034
N 3.401868 0.502081 0.329266 2.42 1.63 1.57 -0.1171
H 4.318622 -1.190405 -0.882242 -0.16 0.73 1.71 0.0957
H 3.227574 -1.546788 0.603339 0.43 -1.85 1.31 0.0346
H 2.697009 -0.956779 -0.841492 -1.30 -0.23 -0.84 0.0354
H 2.576051 0.732209 0.938432 1.18 -0.94 -0.96 0.0666
H 4.285415 0.833465 0.889450 -2.34 -1.06 -1.40 0.0906
```
Forces are in eV/Å.

***

# 2
Computed, not measured: one molecule with the formula C4H12N2O in a non-equilibrium geometry, with ωB97M-V/def2-TZVPD.

Computed properties:
* LUMO energy: 0.87 eV
* electronic energy: -9368.9309 eV
* charge: 0
* SMILES: C[C@@H](O)[C@@H](N)CN

Geometry as XYZ:
```
19
Properties=species:S:1:pos:R:3:forces:R:3:lowdin_charge:R:1
C 1.345984 1.201533 1.003330 0.75 1.15 1.80 -0.0718
C 0.410423 1.193005 -0.205425 -0.17 -1.01 -0.28 -0.3936
O 1.157465 0.852968 -1.389849 0.97 0.83 -0.31 -0.0848
C -0.674991 0.104998 0.002873 0.45 -0.80 -0.19 -0.3628
N -1.911261 0.268329 -0.747990 0.32 1.70 -3.49 0.0055
C 0.051941 -1.339683 -0.183701 0.82 3.26 3.06 -0.2082
N -0.635859 -2.344464 0.654650 0.79 -1.33 -2.92 -0.0062
H 1.423741 2.203556 1.483159 0.22 -0.16 -0.84 0.0793
H 1.003593 0.678346 1.912206 -0.28 -0.50 -0.73 0.0787
H 2.389870 0.835213 0.829273 -1.00 0.32 -0.29 0.0954
H -0.047465 2.139093 -0.479259 -0.26 0.37 0.82 0.1334
H 1.842238 1.566341 -1.515557 -1.11 -1.17 0.17 0.1182
H -1.145265 0.201329 1.012025 1.45 -0.28 -0.04 0.1343
H -2.285803 -0.643939 -0.895298 -0.58 -0.72 -0.04 0.0388
H -1.786465 0.649835 -1.768652 0.10 -0.93 2.51 0.1219
H 1.089678 -1.114725 0.278266 -1.42 -0.83 -0.89 0.1090
H 0.214195 -1.538119 -1.247147 -0.44 -0.42 0.35 0.1111
H -1.133622 -2.906090 -0.040401 -0.08 -0.29 0.81 0.0615
H -1.308401 -2.007533 1.297491 -0.53 0.83 0.51 0.0405
```
Forces are in eV/Å.

***

# 3
Computed, not measured: one molecule with the formula C4H12N2O in a non-equilibrium geometry, with ωB97M-V/def2-TZVPD.

Computed properties:
* LUMO energy: 0.96 eV
* electronic energy: -9369.1689 eV
* charge: 0
* SMILES: C[C@H](CN)NCO

Geometry as XYZ:
```
19
Properties=species:S:1:pos:R:3:forces:R:3:lowdin_charge:R:1
C 0.397901 -0.773620 1.329601 -0.71 -2.57 0.17 -0.0710
C 0.040466 -0.363807 -0.064395 1.26 3.18 -1.97 -0.3441
C 1.271621 -0.165375 -1.047870 0.57 -1.17 -0.03 -0.2448
N 1.793275 -1.339760 -1.779398 -0.10 1.62 0.42 -0.0072
N -0.487983 1.050566 -0.123998 -0.29 -1.77 -0.05 -0.0581
C -1.860847 1.258700 0.109308 -0.38 -1.89 0.81 -0.2809
O -2.320769 1.052914 1.490331 0.81 0.70 -0.23 -0.1022
H 1.256658 -0.339136 1.798909 0.78 0.43 -0.27 0.0696
H -0.411668 -0.616507 2.021237 -0.59 0.26 0.07 0.0585
H 0.493970 -1.891142 1.335067 0.41 0.75 0.12 0.0935
H -0.630363 -1.034339 -0.600459 -0.41 0.06 0.44 0.1345
H 1.065170 0.586140 -1.838880 -0.31 -0.48 0.72 0.1146
H 2.078987 0.249367 -0.443509 0.21 0.10 0.06 0.0981
H 2.063716 -2.129837 -1.222719 -0.36 -0.30 -0.15 0.0549
H 1.214270 -1.479100 -2.587644 0.05 -0.87 0.05 0.0537
H 0.215674 1.710787 0.170982 -0.39 0.29 0.14 0.1170
H -2.414467 0.376283 -0.344686 0.42 1.69 -0.34 0.1389
H -2.093391 2.272420 -0.183064 -0.61 0.09 -0.40 0.1095
H -1.672218 1.575445 1.981187 -0.36 -0.11 0.45 0.0654
```
Forces are in eV/Å.

***

# 4
Computed, not measured: a 2-piece molecular cluster, C4H12N2O overall in a non-equilibrium geometry, with ωB97M-V/def2-TZVPD.

Computed properties:
* LUMO energy: 0.60 eV
* electronic energy: -9369.1101 eV
* charge: 0
* SMILES: N[C@H]1C[C@H](N)C1.O

Geometry as XYZ:
```
19
Properties=species:S:1:pos:R:3:forces:R:3:lowdin_charge:R:1
N -1.053278 -0.059424 0.916605 -1.52 -0.58 -0.68 0.0161
C -0.350665 0.294784 -0.329972 1.78 -0.85 -0.20 -0.3397
C 0.979813 1.001161 0.071182 0.93 -0.42 0.35 -0.1231
C 1.594022 -0.383697 0.374102 -1.56 -0.40 -0.79 -0.4391
N 2.998055 -0.521920 0.272634 0.38 -0.23 0.74 0.0380
C 0.588693 -0.972672 -0.710824 0.02 1.35 0.28 -0.0816
H -1.547830 0.735036 1.300975 0.43 0.60 0.07 0.0569
H -1.889293 -0.635063 0.679112 1.08 0.17 -0.05 0.0754
H -0.926873 0.773208 -1.125986 -0.20 -0.23 0.17 0.1140
H 1.635294 1.355655 -0.773377 -1.17 0.17 0.52 0.1207
H 0.976285 1.708886 0.913139 -0.10 0.03 -0.41 0.1029
H 1.252611 -0.795063 1.316631 0.07 0.27 0.26 0.1223
H 3.270408 -1.451096 0.571203 0.25 0.12 -0.23 0.0738
H 3.303837 -0.343408 -0.658153 0.44 -0.04 -0.68 0.0560
H 1.011987 -0.938480 -1.736980 -0.27 0.34 0.52 0.1026
H 0.218132 -1.971248 -0.547976 -0.41 -0.33 0.19 0.0794
O -3.741546 0.671106 -0.485731 -1.17 -1.26 0.20 -0.0576
H -4.492040 0.128141 -0.152049 0.75 0.16 -0.68 0.0630
H -3.827611 1.404094 0.105464 0.28 1.11 0.43 0.0201
```
Forces are in eV/Å.

***

# 5
Computed, not measured: one molecule with the formula C4H12N2O, with ωB97M-V/def2-TZVPD.

Computed properties:
* LUMO energy: 0.76 eV
* electronic energy: -9370.1194 eV
* charge: 0
* SMILES: C[C@@H](O)[C@@H](N)CN

Geometry as XYZ:
```
19
Properties=species:S:1:pos:R:3:forces:R:3:lowdin_charge:R:1
C -1.497086 -0.934080 -1.226406 0.14 0.44 -0.45 -0.0540
C -1.258258 -0.544930 0.218852 -0.03 -0.29 0.22 -0.3975
O -0.910160 -1.726233 0.960330 0.31 0.04 0.08 -0.0534
C -0.237077 0.578084 0.423976 0.20 0.23 -0.08 -0.3729
N 0.075438 0.729691 1.839213 -0.10 -0.11 -0.16 0.0479
C 1.021117 0.408922 -0.460353 -0.18 0.44 0.38 -0.2360
N 2.070286 1.361021 -0.046185 0.11 -0.23 -0.30 -0.0059
H -0.578102 -1.232478 -1.730702 0.11 -0.18 0.13 0.0699
H -2.179090 -1.772316 -1.250646 -0.23 -0.14 -0.07 0.0780
H -1.898442 -0.116813 -1.839413 -0.10 -0.05 0.28 0.0895
H -2.207122 -0.249044 0.675118 0.11 0.11 -0.04 0.1457
H 0.009398 -1.969591 0.781812 -0.23 0.07 -0.11 0.0872
H -0.703522 1.512559 0.087472 -0.12 -0.05 -0.03 0.1377
H 1.006316 1.124472 1.926568 -0.09 0.01 0.06 0.0519
H 0.034833 -0.168402 2.304922 0.06 0.01 0.01 0.0613
H 0.745785 0.603908 -1.495260 -0.05 -0.28 -0.16 0.1046
H 1.402868 -0.606950 -0.377300 0.10 -0.17 -0.04 0.1107
H 2.133528 2.107668 -0.731215 0.00 -0.01 0.23 0.0698
H 2.969289 0.894513 -0.060782 -0.01 0.13 0.06 0.0655
```
Forces are in eV/Å.

***

# 6
Computed, not measured: C4H12N2O as an isolated structure in a non-equilibrium geometry, with ωB97M-V/def2-TZVPD.

Computed properties:
* LUMO energy (spin up / spin down): -7.52 / -7.72 eV
* electronic energy: -9351.8194 eV
* charge: +1
* 2S+1: 2

Geometry as XYZ:
```
19
Properties=species:S:1:pos:R:3:forces:R:3:lowdin_charge:R:1
C -0.083116 -0.941416 0.883303 -5.27 0.84 2.58 -0.1137
C 0.115365 0.605617 1.310633 -0.34 -0.51 -2.18 -0.1172
C 1.028100 1.313474 0.289317 -2.11 -2.96 -3.51 -0.1538
O 2.613439 0.620054 0.527586 -3.78 3.71 1.05 -0.1732
N -1.227557 -1.416515 0.014623 3.49 1.70 1.63 0.1092
C -0.924810 -1.054446 -1.291868 -0.93 1.47 -2.27 -0.2418
N -1.613984 0.502196 -1.487732 0.98 -3.30 2.53 0.0976
H -0.071721 -1.386435 1.874020 0.19 -1.20 -0.48 0.1376
H 0.820836 -1.162833 0.243095 3.60 -1.29 -1.93 0.0383
H -0.908397 1.052251 1.346365 0.68 -0.35 -0.27 0.1428
H 0.516301 0.674619 2.307859 0.23 -0.36 0.33 0.1196
H 0.795951 2.425109 0.241664 1.05 -1.06 -0.01 0.1603
H 2.084332 1.566283 0.951385 4.01 -1.74 0.22 0.0955
H 0.857765 0.798932 -0.782737 0.31 2.13 2.47 0.1341
H 1.554533 -1.746352 0.023315 -1.35 1.43 0.82 0.4108
H -1.342957 -1.714785 -2.081695 -0.11 0.42 0.70 0.1385
H 0.130404 -0.886086 -1.507135 0.22 -0.27 -0.08 0.0764
H -2.220756 0.415833 -2.298982 -0.52 -0.09 0.31 0.0641
H -2.123729 0.334501 -0.563017 -0.34 1.44 -1.93 0.0750
```
Forces are in eV/Å.